# C22H24N3RhS2

A structure of composition C22H24N3RhS2 at a distorted geometry (wB97M-V/def2-TZVPD, the OMol25 dataset).

Its LUMO energy is -0.8 eV. The total charge is 0. Its molar mass is 497.49 g/mol. As for the gap between HOMO and LUMO: 5.9 eV. The value obtained for the energy above the lowest of the compared OMol25 structures with the same formula, charge and spin is 0.077 eV. The calculation puts the HOMO energy at -6.647 eV.

Element x y z (Å)
Rh -0.0392 -0.0056 0.0599
C -1.7210 -1.6039 -2.3353
N -0.5136 -1.4154 -1.5346
C 0.4222 -2.3047 -1.6222
C 1.5689 -2.1861 -0.8207
C 2.6300 -3.0524 -0.5634
C 3.3931 -2.4468 0.4389
C 2.7603 -1.2410 0.7530
N 1.6825 -1.0698 -0.0262
C -1.4965 -1.5094 -3.8285
C -2.0929 -2.4244 -4.6865
C -1.9132 -2.3271 -6.0610
C -1.1288 -1.3141 -6.5902
C -0.5228 -0.3983 -5.7380
C -0.7063 -0.4972 -4.3677
H -2.4457 -0.8441 -2.0361
H -2.1735 -2.5719 -2.1027
H 0.3278 -3.1538 -2.2998
H 2.8065 -4.0048 -1.0396
H 4.2912 -2.8248 0.8997
H 3.0558 -0.4909 1.4697
H -2.7039 -3.2230 -4.2805
H -2.3812 -3.0484 -6.7187
H -0.9832 -1.2405 -7.6602
H 0.0976 0.3921 -6.1413
H -0.2264 0.2129 -3.7025
C 0.4339 1.6941 4.4105
C 0.0725 0.8918 3.1762
S 0.7165 1.5314 1.6780
C -0.6595 -0.2088 3.2231
C -1.2152 -0.8227 4.4805
S -1.0721 -1.1271 1.7818
H 1.0327 2.5619 4.1345
H 1.0162 1.0958 5.1140
H -0.4598 2.0526 4.9250
H -0.9627 -0.2390 5.3629
H -0.8266 -1.8366 4.6118
H -2.3044 -0.9059 4.4199
N -1.8215 1.2535 -0.1389
C -1.6520 2.3869 -1.0199
C -2.5254 3.4628 -0.9808
C -2.3699 4.5108 -1.8768
C -1.3387 4.4908 -2.8055
C -0.4394 3.4342 -2.8158
C -0.5936 2.3891 -1.9184
H -2.2268 1.5186 0.7528
H -2.4381 0.5621 -0.5565
H -3.3213 3.4856 -0.2452
H -3.0662 5.3389 -1.8572
H -1.2262 5.3059 -3.5086
H 0.3851 3.4264 -3.5170
H 0.1209 1.5720 -1.8882

Forces on the atoms, in the same order (eV/Å):
Rh 0.094 0.594 0.714
C 0.064 -0.018 0.001
N -0.073 0.344 0.386
C -0.066 -0.121 -0.119
C 0.329 -0.117 -0.037
C 0.110 -0.056 0.022
C -0.048 0.032 -0.001
C 0.183 0.059 -0.087
N -0.903 -0.030 0.485
C 0.039 0.018 -0.017
C -0.012 -0.001 -0.035
C 0.009 0.016 -0.015
C 0.012 0.011 0.036
C -0.015 -0.027 0.037
C 0.028 0.027 0.030
H -0.034 0.006 -0.012
H -0.038 0.010 0.024
H -0.053 0.000 -0.004
H 0.013 0.030 -0.011
H 0.006 0.002 -0.041
H -0.105 -0.002 0.035
H 0.015 0.011 0.011
H -0.003 -0.002 0.013
H -0.003 -0.001 0.009
H -0.013 -0.006 -0.004
H -0.028 -0.057 -0.079
C 0.013 -0.040 -0.157
C 0.245 0.431 0.307
S -0.156 -0.385 -0.718
C -0.256 -0.323 0.299
C -0.053 -0.129 -0.196
S 0.356 0.191 -0.980
H -0.012 -0.015 0.017
H 0.001 0.022 0.001
H 0.020 0.007 0.009
H 0.012 0.025 -0.012
H 0.007 0.031 0.037
H 0.018 0.022 0.047
N 0.389 -0.661 -0.198
C 0.059 0.094 -0.019
C -0.032 0.025 0.011
C -0.011 -0.037 -0.014
C 0.017 0.016 0.012
C -0.009 -0.003 0.002
C -0.094 -0.066 0.180
H 0.189 -0.027 0.122
H -0.251 0.148 0.051
H -0.025 -0.036 -0.053
H 0.028 0.012 0.027
H 0.001 -0.016 0.017
H -0.005 -0.006 0.021
H 0.042 0.000 -0.155